# 1
{
  "formula": "C7H9N3O3",
  "method": "ωB97M-V/def2-TZVPD",
  "de_lowest_kcal_mol": 155.10,
  "orbital_gap_ev": 9.2729,
  "total_charge": 0,
  "spin_multiplicity": 1,
  "smiles": "N#CC/C=C\\[C@@H](C=O)/C(N)=[N+](\\[O-])O",
  "elements": ["N", "C", "C", "C", "C", "C", "C", "O", "C", "N", "N", "O", "O", "H", "H", "H", "H", "H", "H", "H", "H", "H"],
  "positions_angstrom": [[-1.563, -0.419, -2.809], [-0.419, -0.446, -2.682], [1.031, -0.671, -2.674], [1.821, -0.403, -1.358], [1.322, -0.299, -0.142], [-0.071, -0.616, 0.333], [-0.136, -1.654, 1.533], [0.851, -2.202, 1.932], [-0.653, 0.725, 0.823], [-0.732, 1.878, 0.121], [-0.921, 0.779, 2.081], [-0.672, -0.052, 2.992], [-1.293, 2.163, 2.591], [1.543, -0.159, -3.536], [1.000, -1.756, -3.009], [2.875, -0.219, -1.553], [2.081, -0.189, 0.562], [-0.693, -0.869, -0.517], [-1.117, -1.826, 1.837], [-1.240, 2.573, 0.776], [-1.232, 1.816, -0.675], [-1.782, 1.847, 3.375]],
  "forces_ev_per_angstrom": [[0.3, 0.2, 0.3], [0.0, 0.4, -0.5], [0.5, -1.0, -0.5], [-1.1, 0.0, -2.0], [-0.2, -1.4, -0.7], [0.0, 1.7, 0.5], [2.1, 0.8, -1.9], [-0.1, -0.2, -0.1], [0.2, -1.1, 0.9], [0.2, 2.4, 3.8], [0.3, 1.6, 1.2], [-0.4, 0.3, 0.4], [-0.1, -2.1, -0.3], [-0.8, -0.2, 0.9], [0.8, 0.9, 0.7], [-0.1, -0.1, 0.2], [0.8, 0.5, 1.7], [-0.2, -0.7, 0.2], [-1.8, -0.9, 0.6], [1.3, -1.1, -1.6], [-1.8, -0.4, -3.7], [0.2, 0.3, -0.1]]
}

***

# 2
{
  "formula": "C7H9N3O4",
  "method": "ωB97M-V/def2-TZVPD",
  "de_lowest_kcal_mol": 124.43,
  "orbital_gap_ev": [8.0267, 8.0466],
  "total_charge": 0,
  "spin_multiplicity": 1,
  "elements": ["C", "C", "C", "C", "C", "C", "C", "N", "N", "N", "O", "O", "O", "O", "H", "H", "H", "H", "H", "H", "H", "H", "H"],
  "positions_angstrom": [[-1.365, -0.524, -0.821], [-0.205, -0.909, -0.299], [0.328, 1.931, -0.566], [2.361, -2.156, 0.591], [-2.091, 1.883, -0.972], [0.394, 1.025, 0.785], [2.072, -0.615, 0.204], [-3.459, 0.122, -0.445], [-2.286, 0.583, -0.637], [0.753, -0.357, 0.532], [-0.824, 2.399, -1.106], [1.622, -2.591, 1.643], [1.366, 2.220, -1.087], [3.130, -2.909, 0.035], [-1.862, -1.343, -1.338], [0.105, -1.973, -0.537], [1.299, -1.853, 2.312], [-2.862, 2.457, -0.644], [-0.636, 0.963, 1.162], [1.170, 1.421, 1.411], [2.400, -0.630, -0.891], [2.601, -0.061, 1.036], [-4.011, 0.916, -0.368]],
  "forces_ev_per_angstrom": [[-0.1, -0.8, -0.2], [1.1, -2.4, -0.2], [1.1, -0.9, 1.0], [0.4, 0.2, 0.0], [3.0, -3.6, 0.8], [-1.5, 0.4, -1.6], [2.9, -3.0, 0.5], [-0.2, -2.4, 0.8], [1.4, 1.2, -1.7], [-3.3, 2.0, -0.8], [0.0, 0.2, -0.1], [-0.4, 1.4, 2.0], [-0.2, 0.1, 0.0], [-1.2, 1.4, 0.5], [-0.1, 0.6, 0.0], [-0.7, 1.3, -0.1], [0.9, -1.9, -2.6], [-1.8, 2.3, 0.5], [0.6, 0.5, 0.7], [-0.2, 0.8, 0.5], [-0.2, 1.1, 1.5], [0.6, -0.2, -1.8], [-2.0, 1.7, 0.2]]
}

***

# 3
{
  "formula": "C7H9NO",
  "method": "ωB97M-V/def2-TZVPD",
  "de_lowest_kcal_mol": 116.55,
  "orbital_gap_ev": 10.1224,
  "total_charge": 0,
  "spin_multiplicity": 1,
  "elements": ["C", "C", "C", "C", "C", "C", "C", "H", "H", "H", "H", "H", "H", "H", "H", "H", "N", "O"],
  "positions_angstrom": [[-2.590, -0.619, -0.544], [-1.803, -0.263, 0.487], [-0.444, 0.143, 0.157], [0.286, 1.549, 0.506], [0.996, 0.990, -0.873], [1.849, -0.256, -0.166], [0.742, -0.759, 0.638], [-2.154, -0.741, -1.584], [-3.586, -0.859, -0.495], [-2.107, -0.235, 1.567], [0.972, 1.675, 1.331], [-0.466, 2.407, 0.400], [1.501, 1.675, -1.640], [2.808, -0.126, 0.311], [2.122, -2.182, -0.040], [0.739, -1.092, 1.628], [1.404, -1.648, -0.488], [-0.270, 0.341, -1.197]],
  "forces_ev_per_angstrom": [[2.8, 0.2, -0.7], [-1.6, -0.1, 0.1], [1.6, -0.1, 2.2], [-1.2, -0.2, -2.5], [0.7, 0.2, 1.3], [-1.3, 1.3, -0.3], [0.0, -1.1, -2.6], [-0.5, 0.5, 1.5], [-2.2, -0.7, 0.6], [0.1, 0.0, -1.3], [-0.2, -0.2, 0.4], [1.3, -1.1, -0.1], [-1.0, -1.3, 1.0], [0.3, 0.3, -0.4], [0.3, -0.8, 0.5], [0.3, -0.4, 1.3], [-1.3, 2.6, 0.6], [1.9, 0.7, -1.4]]
}

***

# 4
{
  "formula": "C7H9NO",
  "method": "ωB97M-V/def2-TZVPD",
  "de_lowest_kcal_mol": 5.36,
  "orbital_gap_ev": [6.9886, 7.2602],
  "total_charge": 0,
  "spin_multiplicity": 3,
  "elements": ["C", "C", "C", "C", "C", "C", "C", "N", "O", "H", "H", "H", "H", "H", "H", "H", "H", "H"],
  "positions_angstrom": [[0.567, -1.489, -0.949], [-0.171, -0.105, -1.034], [1.725, -1.204, -0.301], [-1.495, -0.359, -0.351], [0.892, 0.802, -0.414], [-1.479, -0.587, 1.158], [0.721, 2.093, 0.251], [1.892, 0.108, -0.028], [-2.486, -0.328, -0.972], [0.103, -2.409, -1.293], [-0.474, 0.303, -2.048], [2.568, -1.722, 0.041], [-0.863, -1.560, 1.323], [-2.487, -0.631, 1.615], [-0.877, 0.038, 1.720], [0.466, 1.862, 1.357], [-0.242, 2.475, -0.186], [1.639, 2.713, 0.111]],
  "forces_ev_per_angstrom": [[-4.0, 1.1, -2.4], [0.1, -0.4, -1.4], [4.0, 4.1, 2.7], [1.9, 1.4, 2.7], [-4.0, 1.1, -0.9], [-0.1, -3.2, -0.6], [-2.0, 0.1, 0.3], [4.7, -5.3, 1.0], [-3.1, -0.3, -1.7], [0.4, 0.1, 0.2], [0.4, -0.9, 0.7], [0.7, -1.7, 0.0], [-1.4, 1.0, -0.2], [0.6, -0.2, -0.5], [1.2, 2.0, 0.8], [0.8, 0.7, -1.3], [1.1, 0.7, 0.5], [-1.0, -0.2, 0.4]]
}

***

# 5
{
  "formula": "C7H9NO2",
  "method": "ωB97M-V/def2-TZVPD",
  "de_lowest_kcal_mol": 69.45,
  "orbital_gap_ev": 8.1726,
  "total_charge": 0,
  "spin_multiplicity": 1,
  "smiles": "CCc1[nH]ccc(=O)c1O",
  "elements": ["C", "C", "C", "N", "C", "C", "C", "O", "C", "O", "H", "H", "H", "H", "H", "H", "H", "H", "H"],
  "positions_angstrom": [[2.815, -0.355, 0.763], [2.176, 0.092, -0.511], [0.759, 0.378, -0.359], [0.325, 1.616, -0.174], [-1.038, 1.920, 0.086], [-1.935, 1.001, 0.199], [-1.612, -0.380, 0.104], [-2.396, -1.353, 0.190], [-0.167, -0.637, -0.161], [0.130, -1.959, -0.309], [2.756, 0.215, 1.660], [4.046, -0.483, 0.776], [2.265, -1.246, 1.004], [2.134, -0.827, -1.185], [2.619, 1.104, -0.819], [1.167, 2.462, -0.399], [-1.297, 2.979, 0.117], [-2.839, 1.265, 0.509], [-0.986, -2.404, -0.219]],
  "forces_ev_per_angstrom": [[3.3, -1.1, 0.9], [0.8, 0.9, -1.2], [-2.1, -2.6, 1.4], [1.0, 5.6, -0.6], [4.8, 3.1, -1.1], [0.8, -3.4, 0.0], [1.4, -0.9, -0.5], [0.9, 0.3, -0.1], [-0.9, -0.4, -0.5], [-3.8, -0.8, 0.5], [-0.8, 1.3, 0.4], [-3.2, -0.3, -0.8], [0.5, -1.0, 0.4], [1.0, 1.6, 0.1], [0.0, -1.8, -0.6], [-3.9, -3.2, 1.0], [0.4, -0.3, 0.2], [-4.0, 1.0, 0.9], [3.6, 1.9, -0.1]]
}

***

# 6
{
  "formula": "C7H9NO2S",
  "method": "ωB97M-V/def2-TZVPD",
  "de_lowest_kcal_mol": 37.18,
  "orbital_gap_ev": 9.6974,
  "total_charge": 0,
  "spin_multiplicity": 1,
  "elements": ["C", "C", "C", "C", "C", "C", "C", "N", "O", "O", "S", "H", "H", "H", "H", "H", "H", "H", "H", "H"],
  "positions_angstrom": [[-0.329, 0.683, 0.050], [-0.702, -0.509, -0.315], [-1.383, 1.669, 0.360], [1.061, 1.159, 0.211], [0.174, -1.668, -0.435], [1.922, -0.040, 0.545], [1.600, -1.218, -0.460], [-2.638, 1.073, 0.186], [-1.295, 2.766, 0.763], [-3.403, -1.371, 0.054], [-2.702, -0.366, -0.663], [1.237, 1.635, -0.876], [1.217, 2.065, 0.912], [0.005, -2.320, 0.490], [-0.176, -2.221, -1.342], [3.035, 0.151, 0.379], [1.780, -0.261, 1.645], [2.318, -2.156, -0.484], [1.685, -0.673, -1.373], [-3.407, 1.601, 0.350]],
  "forces_ev_per_angstrom": [[0.2, 2.1, 0.9], [-3.0, 0.6, 0.1], [-1.7, -2.8, -0.7], [1.0, 2.1, -1.6], [-1.4, -2.0, 0.7], [1.9, -1.0, 0.2], [1.4, -0.6, 0.5], [3.1, -1.9, -0.5], [0.9, 2.9, 0.9], [-1.3, -1.8, 1.6], [3.2, 0.8, -1.4], [0.3, -1.0, 2.2], [-0.6, -1.7, -0.9], [-0.1, 0.5, -1.3], [0.7, -0.1, 0.7], [-1.4, 0.0, 0.5], [0.1, -0.1, -1.2], [-1.2, 2.2, 0.3], [0.6, 0.0, -1.2], [-2.9, 1.9, 0.4]]
}

***

# 7
{
  "formula": "C7H9NO2S",
  "method": "ωB97M-V/def2-TZVPD",
  "de_lowest_kcal_mol": 81.70,
  "orbital_gap_ev": 8.4354,
  "total_charge": 0,
  "spin_multiplicity": 1,
  "elements": ["C", "C", "C", "C", "C", "C", "C", "N", "O", "O", "S", "H", "H", "H", "H", "H", "H", "H", "H", "H"],
  "positions_angstrom": [[-2.550, -0.930, 1.288], [-1.908, -0.919, -0.012], [-0.203, 0.206, -1.353], [-2.188, -0.437, 2.468], [1.299, 0.078, -1.050], [1.460, 0.014, 0.429], [2.157, 1.125, -1.843], [-0.941, -0.119, -0.247], [-0.717, 0.778, -2.296], [1.720, -1.194, 2.668], [1.566, -1.415, 1.215], [-3.371, -1.625, 1.321], [-2.393, -1.610, -0.617], [-1.217, 0.048, 2.581], [-2.926, -0.618, 3.382], [1.505, -0.915, -1.285], [1.484, 0.960, 0.832], [3.100, 0.974, -1.449], [1.655, 1.984, -1.642], [2.015, 0.912, -2.841]],
  "forces_ev_per_angstrom": [[-0.5, -0.8, 0.9], [1.6, 2.4, 1.5], [-0.7, 1.2, -0.2], [-1.0, -0.3, 1.4], [-0.9, 0.3, -0.3], [0.4, -1.8, -1.0], [-2.0, -3.4, 2.0], [-1.4, -1.0, 0.5], [0.9, -0.5, 0.0], [-0.1, -0.5, 0.0], [0.4, 2.0, 0.0], [-0.7, 0.1, -0.1], [-0.1, -1.3, -2.1], [-0.4, 0.2, 0.3], [2.1, 0.5, -2.0], [0.7, -1.9, -1.5], [0.1, 1.7, 1.9], [2.2, 0.5, 0.3], [-0.6, 3.2, 0.6], [0.2, -0.5, -2.2]]
}

***

# 8
{
  "formula": "C7H9NO2S",
  "method": "ωB97M-V/def2-TZVPD",
  "de_lowest_kcal_mol": 61.15,
  "orbital_gap_ev": [8.1791, 5.8840],
  "total_charge": 0,
  "spin_multiplicity": 3,
  "elements": ["C", "C", "C", "C", "C", "C", "C", "N", "O", "O", "S", "H", "H", "H", "H", "H", "H", "H", "H", "H"],
  "positions_angstrom": [[0.208, 1.314, -1.705], [1.692, 1.577, -1.972], [0.381, -1.091, 2.724], [-0.270, -1.611, 1.717], [-0.150, 1.115, -0.283], [-0.708, -0.262, -0.192], [-1.345, -0.906, 1.008], [-0.643, -0.845, -1.333], [0.073, -0.021, -2.221], [-0.938, -1.958, -1.714], [2.437, 2.483, -3.103], [-0.411, 2.052, -2.207], [2.322, 1.035, -1.369], [1.098, -1.693, 3.423], [0.207, -0.082, 3.140], [0.010, -2.547, 1.301], [0.863, 1.243, 0.322], [-0.770, 1.984, 0.180], [-2.134, -1.526, 0.503], [-1.920, -0.260, 1.780]],
  "forces_ev_per_angstrom": [[1.7, -0.4, -1.2], [-2.7, 0.8, 0.3], [1.8, -0.2, 3.3], [-0.1, -0.6, 0.0], [1.6, 2.2, 3.8], [-1.1, 1.8, 1.4], [-2.0, 0.8, -0.7], [0.6, 0.7, 0.8], [-0.4, -0.5, -2.3], [-0.3, -0.7, -0.5], [0.4, 0.9, -1.2], [-0.3, -0.3, -0.4], [1.5, -1.4, 1.4], [-1.0, 1.0, -1.9], [-0.3, -0.6, -0.4], [0.2, -0.9, 0.0], [-1.9, -0.6, -0.7], [0.6, -1.7, -0.9], [0.8, -0.2, 1.0], [1.1, -0.4, -1.7]]
}

***

# 9
{
  "formula": "C7H9NO2S2",
  "method": "ωB97M-V/def2-TZVPD",
  "de_lowest_kcal_mol": 98.43,
  "orbital_gap_ev": 8.4805,
  "total_charge": 0,
  "spin_multiplicity": 1,
  "elements": ["C", "C", "C", "C", "C", "C", "C", "N", "O", "O", "S", "S", "H", "H", "H", "H", "H", "H", "H", "H", "H"],
  "positions_angstrom": [[-0.876, 2.183, 0.350], [-0.175, 0.904, 0.127], [-2.141, 2.179, -0.053], [-1.226, -0.106, -0.173], [-1.537, -2.692, -0.328], [-0.021, -2.494, 0.067], [-0.981, -1.363, -0.167], [2.995, 1.709, 0.109], [0.730, 0.954, -0.935], [1.931, -0.578, 0.542], [-2.868, 0.631, -0.506], [2.200, 0.322, -0.545], [-0.154, 2.949, 0.607], [0.370, 0.463, 1.031], [-2.739, 2.993, 0.234], [-1.620, -3.195, -1.361], [-2.020, -3.167, 0.553], [0.215, -2.797, 1.099], [0.759, -2.591, -0.711], [3.383, 2.141, -0.721], [3.773, 1.553, 0.782]],
  "forces_ev_per_angstrom": [[1.4, -0.4, -0.9], [-0.8, -1.2, 2.2], [0.3, -0.3, 1.3], [-1.4, 1.3, -0.4], [1.2, -2.2, -0.8], [-0.9, 0.8, -0.5], [0.3, -2.9, 0.4], [0.0, -0.3, 0.2], [1.8, 0.4, -0.7], [1.0, -0.5, 1.0], [1.5, 0.1, 0.2], [0.3, 0.4, -1.1], [-0.9, 0.7, 0.3], [-0.8, 1.2, -0.9], [-1.1, 1.0, -0.5], [-0.5, 1.1, 1.8], [-0.3, 0.5, -1.1], [0.2, 0.4, -0.7], [-0.5, -0.2, 0.7], [0.1, 0.4, 0.1], [-1.0, -0.4, -0.6]]
}

***

# 10
{
  "formula": "C7H9NO3",
  "method": "ωB97M-V/def2-TZVPD",
  "de_lowest_kcal_mol": 66.33,
  "orbital_gap_ev": [6.3417, 7.9638],
  "total_charge": 0,
  "spin_multiplicity": 3,
  "elements": ["C", "C", "C", "C", "C", "C", "C", "N", "O", "O", "O", "H", "H", "H", "H", "H", "H", "H", "H", "H"],
  "positions_angstrom": [[-0.123, -1.811, -1.397], [0.784, -0.864, -1.998], [-0.908, -1.409, -0.399], [1.079, 0.309, -1.296], [-0.965, -0.064, 0.228], [0.365, 0.676, 0.013], [-1.231, -0.171, 1.706], [0.382, 2.102, 0.384], [-0.585, 2.465, 1.000], [1.324, 2.787, 0.134], [1.601, 0.201, 1.217], [-0.195, -2.842, -1.821], [1.190, -1.104, -2.941], [-1.511, -2.139, 0.160], [1.849, 1.101, -1.652], [-1.581, 0.550, -0.343], [-1.317, 0.847, 2.042], [-0.351, -0.592, 2.065], [-2.099, -0.748, 1.920], [2.294, 0.705, 0.977]],
  "forces_ev_per_angstrom": [[3.1, 0.5, -3.8], [-2.5, -4.1, 0.7], [-1.7, -0.5, 3.1], [0.4, 5.3, 2.9], [2.6, -0.3, 0.4], [3.8, -2.6, -1.9], [-0.9, 1.3, -1.0], [-0.9, -0.6, 0.3], [-0.9, 0.9, 0.2], [1.5, 0.6, -0.7], [-6.1, -2.7, 0.0], [0.0, 1.1, 0.4], [0.7, 0.0, -0.7], [0.1, 0.2, -0.5], [-1.4, -1.7, 0.6], [-2.0, 1.2, -0.6], [-0.3, -0.1, 0.7], [1.2, -0.9, 1.3], [-0.7, -0.5, 0.3], [3.9, 2.9, -1.6]]
}

***

# 11
{
  "formula": "C7H9NO5S3",
  "method": "ωB97M-V/def2-TZVPD",
  "orbital_gap_ev": 9.4084,
  "total_charge": 0,
  "spin_multiplicity": 1,
  "elements": ["O", "O", "O", "O", "O", "S", "C", "C", "C", "C", "N", "C", "C", "C", "S", "S", "H", "H", "H", "H", "H", "H", "H", "H", "H"],
  "positions_angstrom": [[0.586, -1.078, 4.389], [2.872, -0.653, 3.539], [-3.068, -0.309, 0.078], [-1.962, -1.552, -1.754], [0.597, 2.635, -1.668], [1.795, 0.648, 0.765], [-0.333, -0.661, 1.324], [0.589, 0.734, -0.543], [0.851, -0.533, 1.832], [-0.397, -0.060, -0.037], [1.872, -2.845, 2.962], [0.595, 1.274, -1.858], [-0.634, 1.012, -2.761], [-1.966, 1.125, -1.984], [1.563, -1.253, 3.279], [-1.921, -0.325, -0.887], [0.014, 2.884, -0.918], [-1.141, -1.042, 1.976], [2.572, -3.149, 3.547], [1.971, -2.894, 1.970], [1.483, 1.042, -2.445], [-0.692, 0.060, -3.241], [-0.497, 1.734, -3.568], [-2.861, 1.155, -2.651], [-1.889, 2.052, -1.347]],
  "forces_ev_per_angstrom": [[1.6, -1.0, -2.9], [-1.3, -0.2, -0.9], [2.9, 0.7, -1.4], [1.2, 2.7, 1.6], [0.2, 3.1, 0.7], [0.9, -0.5, 0.0], [-2.8, 0.0, -1.5], [-0.1, -4.5, 4.7], [3.9, 1.8, -1.1], [-2.2, -0.6, 1.0], [-3.7, 1.8, -1.7], [-0.4, 0.7, -2.2], [-0.4, -0.3, 0.1], [1.1, 1.0, 0.3], [0.3, 2.2, 4.9], [-4.7, -2.5, -0.8], [0.6, -0.2, -0.7], [0.1, -0.2, -1.2], [2.2, -0.9, 1.2], [0.6, -0.8, -0.6], [0.2, -0.2, 0.2], [0.5, -0.9, -0.2], [-0.4, 0.2, 0.2], [0.7, -0.3, 0.9], [-0.7, -1.0, -0.4]]
}

***

# 12
{
  "formula": "C7H9NOS2",
  "method": "ωB97M-V/def2-TZVPD",
  "de_lowest_kcal_mol": 22.17,
  "orbital_gap_ev": 9.2533,
  "total_charge": 0,
  "spin_multiplicity": 1,
  "elements": ["C", "C", "C", "C", "C", "C", "C", "N", "O", "S", "S", "H", "H", "H", "H", "H", "H", "H", "H", "H"],
  "positions_angstrom": [[-0.038, 1.000, -1.036], [2.291, 0.671, 0.395], [2.183, -0.211, 1.661], [-1.069, -1.251, -1.879], [-0.897, -0.132, -0.772], [0.360, -0.779, -0.106], [-2.179, 0.151, -0.030], [1.023, 0.446, -0.319], [-0.266, 2.045, -1.590], [0.721, -1.387, 1.494], [0.612, -2.000, -1.634], [2.283, 1.741, 0.778], [3.102, 0.389, -0.304], [3.091, -0.860, 1.855], [1.979, 0.280, 2.626], [-1.988, -1.854, -1.592], [-1.412, -0.843, -2.852], [-2.857, -0.702, 0.355], [-2.757, 0.845, -0.580], [-1.887, 0.679, 0.985]],
  "forces_ev_per_angstrom": [[0.6, 2.4, -0.2], [-1.1, 1.2, 0.3], [0.5, -1.8, 0.9], [-1.4, 0.9, 0.0], [-2.1, -4.7, -0.1], [0.2, -0.8, -1.3], [0.5, 0.0, 3.9], [0.5, 0.5, 0.4], [0.7, -0.1, 0.2], [0.5, 0.4, 0.2], [-1.5, 0.7, 0.7], [0.5, -1.1, -1.0], [-0.1, 0.4, 0.8], [-0.9, 0.8, -0.5], [0.2, 0.4, -0.7], [1.6, 0.1, 0.0], [1.0, -0.2, 0.2], [1.4, 0.9, -1.2], [-0.7, 0.7, -0.6], [-0.6, -0.7, -1.9]]
}

***

| no. | energy (eV) |
| --- | --- |
| 1 | -18012.112 |
| 2 | -20059.861 |
| 3 | -10937.760 |
| 4 | -10937.446 |
| 5 | -12987.483 |
| 6 | -23823.353 |
| 7 | -23821.422 |
| 8 | -23817.451 |
| 9 | -34656.403 |
| 10 | -15029.143 |
| 11 | -51634.348 |
| 12 | -32611.118 |